Entry 1:
Formula: C19H22N2O5S
Source: the OMol25 dataset
Level of theory: ωB97M-V/def2-TZVPD

Each line ends with the natural charge from an NBO analysis.
Positions of all 49 atoms, in Å:
C: -2.019 -0.405 2.122  -0.8584
S: -0.459 -0.007 1.305  2.3368
O: 0.045 -1.195 0.687  -0.9465
O: 0.366 0.651 2.287  -0.9764
N: -0.901 1.086 0.144  -0.7038
C: -0.879 0.672 -1.243  -0.2298
C: -2.265 0.781 -1.896  -0.4246
C: -3.283 -0.034 -1.154  -0.0377
C: -3.239 -1.423 -1.205  -0.1666
C: -4.157 -2.184 -0.502  -0.2269
C: -5.135 -1.565 0.260  -0.2266
C: -5.188 -0.183 0.316  -0.2105
C: -4.265 0.576 -0.384  -0.2132
C: -0.747 2.498 0.435  -0.3075
C: 0.626 2.962 -0.076  0.6637
O: 0.760 3.523 -1.145  -0.6296
N: 1.638 2.630 0.749  -0.6214
C: 2.983 2.430 0.227  -0.2446
C: 3.049 0.997 -0.237  -0.0360
C: 2.763 0.680 -1.555  -0.2338
C: 2.603 -0.640 -1.974  -0.2522
C: 2.725 -1.616 -1.018  0.2280
C: 3.032 -1.305 0.309  0.3226
C: 3.201 -0.010 0.723  -0.2909
O: 3.113 -2.458 1.037  -0.4889
C: 2.711 -3.489 0.163  0.2373
O: 2.591 -2.972 -1.145  -0.4804
H: -2.618 -0.994 1.441  0.2558
H: -2.512 0.524 2.374  0.2374
H: -1.783 -0.967 3.016  0.2459
H: -0.537 -0.363 -1.245  0.2413
H: -0.163 1.278 -1.807  0.2243
H: -2.570 1.828 -1.923  0.2096
H: -2.175 0.425 -2.924  0.2243
H: -2.482 -1.911 -1.801  0.2071
H: -4.114 -3.262 -0.553  0.2168
H: -5.856 -2.158 0.804  0.2166
H: -5.951 0.306 0.904  0.2152
H: -4.313 1.654 -0.340  0.2101
H: -0.829 2.627 1.513  0.2326
H: -1.536 3.058 -0.073  0.2210
H: 1.399 2.028 1.533  0.4273
H: 3.701 2.636 1.022  0.2059
H: 3.127 3.128 -0.600  0.2342
H: 2.643 1.477 -2.273  0.2249
H: 2.374 -0.884 -2.998  0.2248
H: 3.410 0.222 1.754  0.2263
H: 1.734 -3.885 0.490  0.1553
H: 3.460 -4.293 0.173  0.1611

Cartesian forces (eV/Å) of the 6 atoms listed first:
0.825 0.149 -0.345
-0.877 -0.211 0.420
-0.215 -0.114 -0.190
-0.202 0.177 0.207
0.372 -0.591 0.621
-0.156 -0.290 -0.627

Output
SMILES: CS(=O)(=O)N(CCc1ccccc1)CC(=O)NCc1ccc2c(c1)OCO2
Highest occupied orbital energy: -7.86 eV
Energy relative to the best compared isomer or geometry (same formula, charge and spin): 170.52 kJ/mol
LUMO energy: 0.52 eV
Largest force on an atom: 1.28 eV/A

---

Entry 2:
Formula: C2H6F4N2P2S
Source: the OMol25 dataset
Level of theory: ωB97M-V/def2-TZVPD

Each line ends with the natural charge from an NBO analysis.
Positions of all 17 atoms, in Å:
C: -2.129 0.297 -0.926  -0.0160
C: -1.491 -0.622 1.169  -0.4363
N: 1.843 0.886 0.379  -1.3756
N: -1.167 0.011 -0.176  -0.4678
F: 2.187 2.775 -1.133  -0.5995
F: -0.004 2.611 -0.084  -0.5910
F: 3.696 -0.782 -0.370  -0.5509
F: 2.583 -1.262 1.617  -0.5425
P: 1.003 1.609 -0.897  1.5830
P: 2.206 -0.610 0.201  2.0992
S: 1.192 -2.015 -0.866  -0.2569
H: -1.915 0.813 -1.867  0.1852
H: -0.043 -1.508 -0.642  0.2027
H: -3.177 0.214 -0.657  0.1540
H: -2.635 -0.617 1.303  0.1867
H: -1.118 -1.700 0.996  0.2005
H: -1.031 -0.102 1.953  0.2253

Cartesian forces (eV/Å) of the 6 atoms listed first:
-0.025 1.009 -0.416
-1.953 -1.654 -3.311
-0.936 -1.245 -0.745
-0.370 -0.660 1.731
-1.396 -1.036 -0.033
0.789 -0.742 -0.426

Output
Highest occupied orbital energy: -9.69 eV
Energy relative to the best compared isomer or geometry (same formula, charge and spin): 131.92 kJ/mol
LUMO energy: 0.10 eV
Largest force on an atom: 4.18 eV/A

---

Entry 3:
Formula: H30O15
Source: the OMol25 dataset
Level of theory: ωB97M-V/def2-TZVPD

Each line ends with the natural charge from an NBO analysis.
Positions of all 45 atoms, in Å:
O: -1.137 -1.565 2.103  -1.1620
H: -0.546 -1.822 1.428  0.4500
H: -0.811 -0.741 2.791  0.4336
O: 1.771 -0.959 -2.525  -0.9284
H: 1.075 -0.583 -2.109  0.4629
H: 1.953 -0.433 -3.349  0.4606
O: 0.378 0.158 -0.453  -0.9064
H: 0.307 0.854 -1.120  0.4956
H: 0.743 0.352 0.317  0.5064
O: -1.245 0.057 0.690  -0.9794
H: -0.607 -0.024 0.147  0.4061
H: -1.474 -0.868 0.804  0.5124
O: -1.371 1.664 2.162  -1.0259
H: -1.148 1.110 1.368  0.4704
H: -2.405 1.566 2.383  0.4857
O: 3.713 2.471 0.169  -0.9254
H: 3.244 1.618 0.555  0.4554
H: 4.443 2.413 0.785  0.4673
O: 0.413 -2.257 -0.260  -0.9987
H: 0.006 -1.496 -0.858  0.5021
H: 1.248 -1.933 0.038  0.4315
O: 0.321 2.486 -1.944  -0.8147
H: 0.730 3.155 -1.524  0.5178
H: 0.352 2.685 -2.913  0.5293
O: 1.570 0.478 1.905  -0.9396
H: 2.458 0.081 2.075  0.4916
H: 1.704 1.337 2.310  0.5069
O: -1.969 -2.118 0.268  -0.9835
H: -1.463 -2.072 -0.554  0.5031
H: -1.994 -2.868 0.925  0.5269
O: -1.763 2.498 -1.969  -1.0953
H: -0.712 2.333 -1.878  0.4401
H: -2.078 3.170 -1.518  0.4575
O: -0.897 -1.755 -2.332  -1.0128
H: -1.422 -0.925 -2.711  0.4274
H: -0.101 -1.953 -2.948  0.4713
O: -0.485 -0.114 3.282  -0.8456
H: -0.790 0.778 3.161  0.4961
H: 0.333 -0.298 2.669  0.5322
O: -2.207 -0.181 -2.523  -0.8190
H: -1.531 -0.012 -3.187  0.4570
H: -2.280 0.593 -2.074  0.5282
O: 0.996 -2.062 2.365  -0.8954
H: 1.731 -1.857 1.797  0.4159
H: 0.969 -2.977 2.247  0.4910

Cartesian forces (eV/Å) of the 6 atoms listed first:
-3.165 -6.284 1.672
0.468 -0.777 -0.021
-6.731 -9.030 -5.908
4.363 -1.032 -3.927
-3.275 1.747 2.101
-0.235 -0.798 1.309

Output
Highest occupied orbital energy: -6.12 eV
Energy relative to the best compared isomer or geometry (same formula, charge and spin): 2083.06 kJ/mol
LUMO energy: -0.97 eV
Largest force on an atom: 17.55 eV/A

---

Entry 4:
Formula: C21H30Cl2N4O2PS
Source: the OMol25 dataset
Level of theory: ωB97M-V/def2-TZVPD

Each line ends with the natural charge from an NBO analysis.
Positions of all 61 atoms, in Å:
C: -2.020 -0.134 3.392  -0.6209
C: -1.812 0.308 1.954  -0.2181
N: -1.404 1.753 1.884  -0.9573
P: 0.200 2.101 1.785  1.4964
Cl: 0.762 2.383 -0.088  -0.1523
C: 0.631 3.597 2.669  -0.7946
C: -0.009 3.814 4.054  -0.4068
C: 0.713 3.256 5.298  -0.4215
C: 1.474 1.932 5.190  -0.6611
S: 3.087 2.095 4.400  2.0799
O: 3.052 1.402 3.139  -0.9337
O: 3.509 3.462 4.462  -0.8921
Cl: 4.268 1.035 5.619  -0.1487
H: -1.071 -0.199 3.935  0.2009
H: -2.474 -1.125 3.419  0.2457
H: -2.664 0.575 3.917  0.2253
H: -2.735 0.222 1.381  0.2258
H: -1.073 -0.327 1.453  0.2034
H: -1.915 2.229 1.146  0.4298
H: 0.899 0.975 2.209  0.0358
H: 0.291 4.383 1.982  0.2817
H: 1.724 3.681 2.695  0.2989
H: -1.052 3.486 4.032  0.2278
H: -0.041 4.899 4.172  0.2500
H: 1.395 4.011 5.693  0.2510
H: -0.040 3.092 6.073  0.2425
H: 0.948 1.160 4.619  0.2307
H: 1.653 1.521 6.183  0.2806
N: 3.816 -1.334 -0.100  -0.4192
C: 4.515 -1.852 -1.107  0.0421
C: 4.663 -1.228 -2.338  -0.2484
C: 4.048 -0.005 -2.540  -0.1535
C: 3.315 0.544 -1.499  -0.2571
C: 3.237 -0.154 -0.305  0.0212
H: 4.979 -2.813 -0.919  0.1996
H: 5.243 -1.699 -3.120  0.2274
H: 4.126 0.507 -3.490  0.2275
H: 2.824 1.500 -1.622  0.1989
H: 2.685 0.242 0.543  0.1609
N: 0.630 0.010 -4.159  -0.4155
C: 0.086 -0.614 -5.201  0.0436
C: -1.285 -0.721 -5.397  -0.2507
C: -2.134 -0.145 -4.468  -0.1733
C: -1.579 0.509 -3.377  -0.2628
C: -0.198 0.551 -3.271  0.0256
H: 0.778 -1.055 -5.909  0.2029
H: -1.672 -1.248 -6.258  0.2330
H: -3.208 -0.208 -4.591  0.2250
H: -2.206 0.975 -2.627  0.2051
H: 0.285 1.037 -2.429  0.1684
N: -2.231 -4.918 -3.657  -0.4112
C: -2.395 -3.634 -3.347  0.0296
C: -3.534 -3.134 -2.733  -0.2719
C: -4.561 -4.013 -2.427  -0.1719
C: -4.404 -5.352 -2.746  -0.2564
C: -3.223 -5.752 -3.357  0.0400
H: -1.573 -2.976 -3.607  0.1942
H: -3.611 -2.078 -2.507  0.2083
H: -5.469 -3.663 -1.952  0.2162
H: -5.177 -6.075 -2.530  0.2245
H: -3.067 -6.792 -3.620  0.1985

Cartesian forces (eV/Å) of the 6 atoms listed first:
0.067 0.111 0.005
0.011 -0.118 0.086
0.425 -0.308 -0.521
-0.135 0.008 0.272
0.063 0.102 -0.046
0.053 0.213 -0.004

Output
Highest occupied orbital energy: -11.37 eV
Charge: +1
LUMO energy: -3.00 eV
Largest force on an atom: 0.74 eV/A

---

Entry 5:
Formula: C4H8N3S
Source: the OMol25 dataset
Level of theory: ωB97M-V/def2-TZVPD

Each line ends with the natural charge from an NBO analysis.
Positions of all 16 atoms, in Å:
C: -0.436 -1.075 -0.995  0.3795
C: -2.165 0.007 0.415  0.2772
C: 1.627 -1.325 0.369  0.0043
C: 1.690 1.450 0.086  -0.7898
N: 0.486 -1.356 -0.138  -0.3903
N: -1.686 -0.724 -0.662  -0.5692
N: -1.279 0.500 1.127  -0.6299
S: 2.699 -0.046 0.458  0.4455
H: -0.220 -1.182 -2.088  0.2359
H: -3.200 0.238 0.347  0.2005
H: 1.983 -2.276 0.741  0.2535
H: 2.084 2.337 0.624  0.2701
H: 0.628 1.248 0.349  0.2686
H: 1.722 1.786 -1.011  0.2450
H: -2.266 -0.580 -1.534  0.4233
H: -1.667 0.999 1.912  0.3758

Cartesian forces (eV/Å) of the 6 atoms listed first:
1.288 -0.151 0.767
1.247 0.319 -0.722
0.310 -0.611 -0.306
-0.479 0.693 -1.619
-2.217 0.460 -1.422
-1.698 -0.283 -4.078

Output
Highest occupied orbital energy: -13.71 eV
Charge: +1
Energy relative to the best compared isomer or geometry (same formula, charge and spin): 196.40 kJ/mol
LUMO energy: -4.14 eV
Largest force on an atom: 4.43 eV/A

---

Entry 6:
Formula: C5H8ClN
Source: the OMol25 dataset
Level of theory: ωB97M-V/def2-TZVPD

Each line ends with the natural charge from an NBO analysis.
Positions of all 15 atoms, in Å:
C: 2.552 -0.200 -0.335  -0.6523
C: 1.195 -0.863 -0.377  -0.3966
C: -0.120 -0.076 0.242  -0.1898
C: -0.049 -0.017 1.705  -0.6159
C: -0.099 1.322 -0.192  0.2405
H: 2.758 -0.178 0.722  0.2084
H: 3.369 -1.011 -0.653  0.2346
H: 2.805 0.787 -0.990  0.2471
H: 0.900 -1.155 -1.535  0.2259
H: 1.167 -1.894 0.123  0.2293
H: -0.510 1.021 2.216  0.2624
H: -1.024 -1.101 2.241  0.2360
H: 1.195 -0.078 2.048  0.2449
N: -0.529 2.407 -0.450  -0.2703
Cl: -1.637 -0.838 -0.429  -0.0042

Cartesian forces (eV/Å) of the 6 atoms listed first:
2.242 -0.716 -1.382
-3.042 -1.891 -3.105
2.262 -0.558 -2.296
-0.860 -0.544 5.495
-3.089 4.594 -1.577
0.634 1.197 0.471

Output
Highest occupied orbital energy: -11.13 eV
Energy relative to the best compared isomer or geometry (same formula, charge and spin): 388.36 kJ/mol
LUMO energy: 0.30 eV
Largest force on an atom: 5.76 eV/A

---

What did the first record say?
Formula: C19H22N2O5S
Source: the OMol25 dataset
Level of theory: ωB97M-V/def2-TZVPD

Each line ends with the natural charge from an NBO analysis.
Positions of all 49 atoms, in Å:
C: -2.019 -0.405 2.122  -0.8584
S: -0.459 -0.007 1.305  2.3368
O: 0.045 -1.195 0.687  -0.9465
O: 0.366 0.651 2.287  -0.9764
N: -0.901 1.086 0.144  -0.7038
C: -0.879 0.672 -1.243  -0.2298
C: -2.265 0.781 -1.896  -0.4246
C: -3.283 -0.034 -1.154  -0.0377
C: -3.239 -1.423 -1.205  -0.1666
C: -4.157 -2.184 -0.502  -0.2269
C: -5.135 -1.565 0.260  -0.2266
C: -5.188 -0.183 0.316  -0.2105
C: -4.265 0.576 -0.384  -0.2132
C: -0.747 2.498 0.435  -0.3075
C: 0.626 2.962 -0.076  0.6637
O: 0.760 3.523 -1.145  -0.6296
N: 1.638 2.630 0.749  -0.6214
C: 2.983 2.430 0.227  -0.2446
C: 3.049 0.997 -0.237  -0.0360
C: 2.763 0.680 -1.555  -0.2338
C: 2.603 -0.640 -1.974  -0.2522
C: 2.725 -1.616 -1.018  0.2280
C: 3.032 -1.305 0.309  0.3226
C: 3.201 -0.010 0.723  -0.2909
O: 3.113 -2.458 1.037  -0.4889
C: 2.711 -3.489 0.163  0.2373
O: 2.591 -2.972 -1.145  -0.4804
H: -2.618 -0.994 1.441  0.2558
H: -2.512 0.524 2.374  0.2374
H: -1.783 -0.967 3.016  0.2459
H: -0.537 -0.363 -1.245  0.2413
H: -0.163 1.278 -1.807  0.2243
H: -2.570 1.828 -1.923  0.2096
H: -2.175 0.425 -2.924  0.2243
H: -2.482 -1.911 -1.801  0.2071
H: -4.114 -3.262 -0.553  0.2168
H: -5.856 -2.158 0.804  0.2166
H: -5.951 0.306 0.904  0.2152
H: -4.313 1.654 -0.340  0.2101
H: -0.829 2.627 1.513  0.2326
H: -1.536 3.058 -0.073  0.2210
H: 1.399 2.028 1.533  0.4273
H: 3.701 2.636 1.022  0.2059
H: 3.127 3.128 -0.600  0.2342
H: 2.643 1.477 -2.273  0.2249
H: 2.374 -0.884 -2.998  0.2248
H: 3.410 0.222 1.754  0.2263
H: 1.734 -3.885 0.490  0.1553
H: 3.460 -4.293 0.173  0.1611

Cartesian forces (eV/Å) of the 6 atoms listed first:
0.825 0.149 -0.345
-0.877 -0.211 0.420
-0.215 -0.114 -0.190
-0.202 0.177 0.207
0.372 -0.591 0.621
-0.156 -0.290 -0.627

Output
SMILES: CS(=O)(=O)N(CCc1ccccc1)CC(=O)NCc1ccc2c(c1)OCO2
Highest occupied orbital energy: -7.86 eV
Energy relative to the best compared isomer or geometry (same formula, charge and spin): 170.52 kJ/mol
LUMO energy: 0.52 eV
Largest force on an atom: 1.28 eV/A